Entry 1:
Formula: C4H12N3P
Source: the Open Molecules 2025 dataset
Level of theory: wB97M-V/def2-TZVPD

Computed properties:
Net charge: +2
HOMO energy, eV: -18.545
Energy relative to the best compared isomer or geometry (same formula, charge and spin), kJ/mol: 58.7

Element x y z (Å)
1 P 2.581 1.687 0.677
2 N 1.170 1.223 -0.337
3 N -0.674 -1.315 2.965
4 N 0.075 -0.150 1.143
5 C -0.811 -0.941 1.711
6 C -0.359 -0.632 -2.304
7 C 0.099 0.528 -0.304
8 C -0.988 0.239 -1.248
9 H -1.766 -1.372 1.280
10 H 3.161 2.489 -0.319
11 H -1.261 -1.052 -2.743
12 H 1.320 1.637 -1.248
13 H 3.457 0.545 0.374
14 H -1.543 1.089 -1.553
15 H 0.953 0.099 1.718
16 H 0.067 -0.973 3.414
17 H -1.729 -0.282 -0.524
18 H 0.253 -0.008 -3.038
19 H -1.268 -2.047 3.308
20 H 0.222 -1.426 -1.899

---

Entry 2:
Formula: C2H7NO5P2S
Source: the Open Molecules 2025 dataset
Level of theory: wB97M-V/def2-TZVPD

Computed properties:
Net charge: -2
HOMO energy, eV: -0.682
Energy relative to the best compared isomer or geometry (same formula, charge and spin), kJ/mol: 0.0

Element x y z (Å)
1 S -1.307 0.295 0.875
2 P 2.350 1.585 -0.864
3 P 0.567 -0.689 0.242
4 O 1.820 2.908 -0.392
5 O 1.033 0.512 -0.803
6 O 3.364 0.882 0.247
7 O 1.549 -0.960 1.342
8 O 2.832 1.399 -2.289
9 N 0.062 -2.024 -0.515
10 C -0.452 1.461 2.045
11 C -1.082 -1.972 -1.352
12 H 0.345 1.860 1.409
13 H -1.116 -1.284 -2.180
14 H 2.753 0.225 0.652
15 H -1.326 -2.958 -1.603
16 H -1.258 2.250 2.365
17 H -1.892 -1.431 -0.677
18 H -0.090 0.845 2.947

---

Entry 3:
Formula: C11H14N2O3S
Source: the Open Molecules 2025 dataset
Level of theory: wB97M-V/def2-TZVPD

Computed properties:
HOMO energy, eV: -8.405
Energy relative to the best compared isomer or geometry (same formula, charge and spin), kJ/mol: 147.4

Element x y z (Å)
1 S 0.820 3.180 0.537
2 O 1.931 -0.803 -2.180
3 O -1.052 -2.457 0.768
4 O 0.718 -0.897 -4.077
5 N 0.141 -0.646 0.270
6 N 0.291 0.705 -2.493
7 C 0.389 0.649 0.077
8 C -1.965 -0.467 1.613
9 C -1.569 -0.160 3.007
10 C 0.839 -2.323 -4.296
11 C 0.607 1.573 1.091
12 C 0.424 1.419 2.646
13 C 0.395 1.368 -1.254
14 C -0.038 0.120 3.239
15 C 0.722 2.715 -1.168
16 C -0.938 -1.300 0.877
17 C 0.958 -0.466 -2.839
18 H 0.102 1.202 -3.300
19 H 0.484 -0.722 2.884
20 H 0.201 -2.840 -3.679
21 H 1.111 3.390 -1.932
22 H -2.194 0.680 3.414
23 H 0.521 -2.577 -5.347
24 H 1.354 1.768 3.143
25 H 0.776 -1.265 -0.303
26 H 0.200 0.110 4.369
27 H -2.971 -0.901 1.559
28 H 1.822 -2.670 -4.197
29 H -0.347 2.128 2.881
30 H -1.626 -1.057 3.626
31 H -2.106 0.542 1.065

---

Entry 4:
Formula: C3H2BiFO2
Source: the Open Molecules 2025 dataset
Level of theory: wB97M-V/def2-TZVPD

Computed properties:
Net charge: +2
HOMO energy, eV: -20.416
Energy relative to the best compared isomer or geometry (same formula, charge and spin), kJ/mol: 0.0

Element x y z (Å)
1 Bi -1.487 0.989 1.683
2 F -0.984 -1.979 -1.060
3 O 0.269 1.500 0.998
4 O -1.517 -0.636 0.571
5 C 0.946 0.820 0.166
6 C 0.580 -0.410 -0.387
7 C -0.750 -0.840 -0.415
8 H 1.102 -0.746 -1.304
9 H 1.842 1.304 -0.252

---

Entry 5:
Formula: C29H31ClNOSr
Source: the Open Molecules 2025 dataset
Level of theory: wB97M-V/def2-TZVPD

Computed properties:
Net charge: -1
HOMO energy, eV: -2.267

Element x y z (Å)
1 Sr 0.256 -0.390 -0.290
2 Cl -0.214 -5.328 1.928
3 O 1.813 1.273 -1.101
4 N 3.791 1.288 -2.138
5 C -1.785 -4.827 1.437
6 C -2.000 1.529 -0.159
7 C 1.734 0.034 1.924
8 C 0.672 0.929 2.248
9 C 3.037 0.947 -1.082
10 C 4.090 -0.366 2.508
11 C 2.294 2.929 -3.291
12 C 2.000 5.181 -2.449
13 C -2.167 -0.307 -1.545
14 C -3.194 -3.322 0.124
15 C -4.308 -3.775 0.804
16 C -0.774 -3.189 -0.126
17 C 1.234 -1.310 2.015
18 C 3.399 1.939 1.695
19 C 0.840 5.332 -3.219
20 C -0.489 0.146 2.460
21 C 1.125 3.070 -4.053
22 C -4.178 -4.749 1.787
23 C 3.117 1.675 -3.404
24 C 3.546 0.041 0.046
25 C -1.882 -3.794 0.452
26 C 0.403 4.267 -4.017
27 C -2.918 -5.283 2.106
28 C -2.534 0.217 -0.262
29 C 3.162 0.423 1.556
30 C -1.378 0.673 -2.211
31 C -1.274 1.805 -1.353
32 C 2.725 3.984 -2.488
33 C -0.146 -1.218 2.329
34 H -2.488 -1.252 -1.985
35 H -2.207 2.235 0.647
36 H 2.678 2.496 1.075
37 H -5.269 -3.337 0.557
38 H 2.463 0.830 -3.654
39 H -1.019 0.599 -3.241
40 H 1.822 -2.231 1.882
41 H 0.285 6.273 -3.205
42 H 3.647 3.863 -1.906
43 H -0.495 4.380 -4.630
44 H -0.811 -2.062 2.482
45 H 3.296 2.254 2.744
46 H 4.813 1.377 -2.079
47 H 4.417 2.185 1.345
48 H 2.361 5.998 -1.823
49 H 3.748 -0.247 3.547
50 H 5.131 -0.014 2.461
51 H -5.058 -5.092 2.308
52 H -2.799 -6.018 2.902
53 H -1.451 0.539 2.778
54 H 3.862 1.771 -4.205
55 H 0.784 2.011 2.407
56 H -3.257 -2.548 -0.640
57 H 0.801 2.230 -4.678
58 H -1.023 -2.443 -0.916
59 H -0.841 2.768 -1.631
60 H 4.647 0.039 -0.031
61 H 3.208 -1.002 -0.177
62 H 0.092 -3.805 -0.318
63 H 4.076 -1.441 2.279
64 H -3.200 -0.258 0.463

---

Entry 6:
Formula: C26H40BKN8OS2
Source: the Open Molecules 2025 dataset
Level of theory: wB97M-V/def2-TZVPD

Computed properties:
HOMO energy, eV: -8.116
Energy relative to the best compared isomer or geometry (same formula, charge and spin), kJ/mol: 92.2

Element x y z (Å)
1 K 0.313 -0.553 0.508
2 S -2.679 2.212 -1.241
3 S -1.667 -0.925 -1.963
4 O -0.627 -1.703 -1.205
5 N 1.557 -0.685 3.227
6 N 0.215 1.703 2.003
7 N -0.786 -1.426 2.534
8 N 2.215 -0.621 2.036
9 N -3.562 3.636 -3.309
10 N -0.314 -2.655 2.211
11 N -0.334 1.026 3.044
12 N -1.394 4.007 -2.714
13 C -0.835 1.123 -5.356
14 C -1.111 1.842 3.786
15 C -1.117 -4.700 1.121
16 C -2.044 -1.264 2.066
17 C -1.840 -5.639 2.089
18 C -1.501 0.611 -4.252
19 C -1.062 3.099 3.229
20 C 5.523 0.180 1.400
21 C 2.410 -1.050 4.207
22 C -1.601 -4.914 -0.314
23 C 1.134 -0.129 -4.762
24 C 0.968 3.419 -0.059
25 C 0.475 -0.653 -3.653
26 C -0.210 2.956 2.108
27 C -2.415 -2.431 1.428
28 C 3.473 -0.939 2.286
29 C -1.286 -3.274 1.550
30 C 3.660 -1.219 3.657
31 C -0.830 4.988 0.774
32 C -0.838 -0.282 -3.418
33 C -2.537 3.344 -2.463
34 C 0.482 0.755 -5.611
35 C 3.826 -0.785 -0.189
36 C -2.656 -2.142 -2.829
37 C 0.290 4.026 1.170
38 C 4.491 -0.930 1.179
39 B 0.048 -0.434 3.422
40 H -0.212 -0.596 4.591
41 H -1.310 4.676 -3.459
42 H -0.441 5.800 0.150
43 H 1.357 4.205 -0.714
44 H -1.293 5.441 1.654
45 H 3.284 0.164 -0.249
46 H -1.342 1.818 -6.015
47 H -4.456 3.254 -3.054
48 H 0.999 1.162 -6.471
49 H -3.362 -2.637 0.952
50 H 6.283 0.170 0.613
51 H 2.160 -0.414 -4.960
52 H -1.984 -2.799 -3.384
53 H -0.618 3.874 -2.088
54 H 5.018 -1.887 1.206
55 H -3.345 -1.620 -3.496
56 H -1.134 -4.197 -0.992
57 H -1.500 -5.477 3.113
58 H 2.065 -1.155 5.223
59 H -3.210 -2.699 -2.071
60 H 4.569 -1.513 4.160
61 H -2.688 -4.789 -0.376
62 H -2.522 0.910 -4.036
63 H 3.118 -1.598 -0.373
64 H -1.364 -5.925 -0.656
65 H -1.558 3.988 3.583
66 H 6.026 0.068 2.362
67 H -1.614 4.458 0.230
68 H -3.561 4.492 -3.838
69 H 5.029 1.156 1.393
70 H -2.601 -0.352 2.226
71 H 1.039 4.608 1.715
72 H 4.575 -0.798 -0.984
73 H 1.796 2.766 0.224
74 H -1.625 1.472 4.661
75 H -0.048 -4.914 1.170
76 H -2.919 -5.460 2.058
77 H 0.964 -1.340 -2.974
78 H -1.660 -6.686 1.826
79 H 0.250 2.802 -0.616